1.
Molecular formula: C4H11N2OS
Method: DFT, ωB97M-V/def2-TZVPD

Cartesian coordinates (Å):
1 C 0.1507 2.7956 -0.9137
2 C 0.8835 -1.2599 -0.8380
3 C 0.3015 -3.1336 1.4641
4 C -0.0857 -1.1622 0.0926
5 N -0.7053 3.3166 -0.0355
6 N -0.3866 -1.8270 1.2215
7 O 1.3610 3.2589 -1.0648
8 S -1.4900 0.0898 -0.2035
9 H 0.9537 -0.5902 -1.7389
10 H 1.6401 -1.8714 -0.5562
11 H -0.1606 1.8463 -1.4083
12 H -0.1677 -3.6126 2.2789
13 H 0.1863 -3.6964 0.3618
14 H 1.3423 -2.9774 1.7502
15 H -1.6324 2.6942 0.0192
16 H -0.5507 4.2026 0.3478
17 H -1.3133 -1.8841 1.4150
18 H 1.4396 4.2025 -0.7528
19 H -1.7663 -0.3918 -1.4395

ΔE to the lowest compared entry with this formula, charge and spin, kcal per mole: 75.9
LUMO, eV: -4.3
E_HOMO, eV: -11.63
Charge: +1

These are the Löwdin partial charges, in e, on atoms 1 to 5: C -0.174; C -0.018; C -0.046; C -0.658; N 0.197

***

2.
Molecular formula: C4H11N2PdS
Method: DFT, ωB97M-V/def2-TZVPD

Cartesian coordinates (Å):
1 C -0.4008 -1.7193 -1.2242
2 Pd -0.2903 0.2066 0.2920
3 N -1.4351 -0.4728 2.0104
4 H 0.9724 -0.1706 -0.5612
5 H 0.5427 -1.4433 -1.4799
6 H -0.3339 -2.0123 -2.2224
7 H -1.3445 -1.2451 -1.2332
8 H -0.4336 -2.5138 -0.5178
9 H -2.0611 0.3164 2.1707
10 H -0.7185 -0.5645 2.7436
11 H -1.9234 -1.3320 1.8402
12 S 1.7569 3.2015 2.8064
13 C 0.4289 3.9130 1.8950
14 C -0.1861 2.9865 1.0629
15 N 0.4590 1.7560 1.2533
16 C 1.4843 1.6787 2.1153
17 H 0.1204 4.9280 1.9320
18 H -1.0242 3.0540 0.3609
19 H 2.0215 0.7380 2.2519

ΔE to the lowest compared entry with this formula, charge and spin, kcal per mole: 38.7
Spin multiplicity: 3
LUMO (alpha / beta), eV: 3.6 / 3.5
<S²>: 2.022
E_HOMO (alpha / beta), eV: 0.12 / -2.84
Charge: -1

These are the Löwdin partial charges, in e, on atoms 1 to 5: C -0.239; Pd 0.292; N -0.055; H -0.058; H -0.081

***

3.
Molecular formula: C4H11N2S
Method: DFT, ωB97M-V/def2-TZVPD

Cartesian coordinates (Å):
1 C 1.3349 -0.0858 0.2943
2 N 1.0967 1.1962 -0.3726
3 C -0.2841 1.7120 -0.1913
4 N -1.1817 1.2475 -1.2345
5 C 0.4668 -1.3292 0.0135
6 C -0.6111 -1.4383 1.1251
7 S -2.3982 -1.9162 0.4189
8 H 1.4889 -0.0712 1.4236
9 H 2.4266 -0.2373 0.0143
10 H 1.2419 1.2130 -1.3720
11 H -0.7469 1.4991 0.7816
12 H -0.2412 2.7895 -0.1716
13 H -1.8080 0.4674 -1.0476
14 H -0.7333 0.9478 -2.0986
15 H -0.1228 -1.2581 -0.8986
16 H 1.1141 -2.1939 -0.1193
17 H -0.7622 -0.4338 1.5176
18 H -0.2804 -2.1088 1.9171

ΔE to the lowest compared entry with this formula, charge and spin, kcal per mole: 35.1
LUMO, eV: 3.9
E_HOMO, eV: -2.57
Charge: -1

These are the Löwdin partial charges, in e, on atoms 1 to 5: C -0.284; N -0.081; C -0.315; N -0.006; C -0.305

***

4.
Molecular formula: C4H11N2S
Method: DFT, ωB97M-V/def2-TZVPD

Cartesian coordinates (Å):
1 C -0.3209 -0.8317 -3.1891
2 C -0.6378 -1.4579 -1.8348
3 C -0.3358 -0.4860 -0.6832
4 S 1.4266 -0.0979 -0.5792
5 H -0.7950 0.1523 -3.2617
6 H -0.6812 -1.4434 -4.0179
7 H 0.7507 -0.6699 -3.3028
8 H -1.6927 -1.7464 -1.8444
9 H -0.0330 -2.3592 -1.7038
10 H -0.6638 -0.9771 0.2388
11 H -0.9494 0.4105 -0.7905
12 N 0.7028 1.1237 2.2859
13 C -0.5604 1.1738 2.7459
14 N -1.6020 0.7310 2.1444
15 H 0.9543 0.6795 1.3959
16 H 1.4401 1.3997 2.9052
17 H -0.6336 1.6191 3.7440
18 H -2.3986 0.9498 2.7303

ΔE to the lowest compared entry with this formula, charge and spin, kcal per mole: 0.0
Spin multiplicity: 2
LUMO (alpha / beta), eV: 0.9 / -2.1
<S²>: 0.753
E_HOMO (alpha / beta), eV: -9.02 / -9.02

These are the Löwdin partial charges, in e, on atoms 1 to 5: C -0.148; C -0.351; C -0.614; S 0.725; H 0.073